[1]
This record from the Open Molecules 2025 dataset describes an isolated molecule of C10H15N5O4. The level of theory is wB97M-V/def2-TZVPD.

Structure (XYZ):
```
34
Properties=species:S:1:pos:R:3:nbo_charge:R:1
N -0.5135 -3.8417 1.7560 -0.8210
C -1.7633 -3.4513 1.7026 0.6730
O -2.6935 -4.1290 2.1149 -0.6508
C -2.1589 -1.9811 1.1767 -0.5129
C -1.1692 -0.9358 1.6888 -0.1531
N -1.5277 0.4564 1.7456 -0.8531
C 0.2575 -1.0022 1.0811 0.7105
O 0.6401 -2.0543 0.5154 -0.6944
N 0.8450 0.2294 0.7358 -0.6134
C 1.7951 0.4447 -0.2723 -0.1431
C 1.7068 1.8315 -1.1560 -0.4265
C 0.4812 2.0374 -1.8650 0.0444
C 0.3866 2.8120 -3.0608 -0.0622
N -0.8738 3.1985 -3.3094 -0.5333
C -1.5851 2.6309 -2.2220 0.1410
N -0.7857 1.9303 -1.3079 -0.4639
C 3.2416 0.0827 0.1413 0.7809
O 4.1612 0.8263 0.1249 -0.5655
O 3.4334 -1.2368 0.2425 -0.7004
H -0.4760 -4.6469 2.3343 0.3956
H 0.2841 -3.2609 1.4934 0.4308
H -2.2218 -1.8191 0.0251 0.2451
H -3.2146 -1.9106 1.9056 0.2634
H -0.8831 -1.1328 2.7614 0.2154
H -1.7788 0.8063 0.8579 0.3862
H -2.2127 0.6574 2.4915 0.3799
H 0.4853 1.0475 1.2541 0.4428
H 1.7300 -0.4818 -0.9805 0.2211
H 2.0190 2.6442 -0.4092 0.2340
H 2.5298 1.9079 -1.9575 0.2545
H 1.2813 3.4309 -3.6633 0.2186
H -1.3378 3.7687 -4.0202 0.4406
H -2.6462 2.9213 -2.1751 0.1999
H 2.5635 -1.7800 0.2501 0.5156
```

## Properties
Maximum force = 5.08 eV Å⁻¹
Total energy = -964.74653 a.u.
SMILES = NC(=O)C[C@H](N)C(=O)N[C@@H](Cc1c[nH]cn1)C(=O)O
Relative energy (zero: lowest compared OMol25 entry of this formula, charge and spin) = 432.19 kJ/mol
Kohn-Sham gap = 9.196 eV
HOMO level = -0.32470 Ha

---

[2]
This record from the Open Molecules 2025 dataset describes a 2-piece molecular cluster, C10H15NO overall. The level of theory is wB97M-V/def2-TZVPD.

Structure (XYZ):
```
27
Properties=species:S:1:pos:R:3:nbo_charge:R:1
C -3.5246 0.6027 -0.5293 -0.6287
C -2.3709 0.7177 0.4224 -0.0299
C -1.4001 1.6760 0.1698 -0.2173
C -0.2322 1.7207 0.9348 -0.2038
C 0.0099 0.7879 1.9278 -0.2189
C -1.0225 -0.0910 2.2425 -0.2072
C -2.1806 -0.1561 1.4911 -0.2159
H -4.4797 0.8912 -0.0981 0.2188
H -3.7058 -0.4131 -0.8688 0.2155
H -3.4185 1.2584 -1.3905 0.2146
H -1.4433 2.3583 -0.6483 0.2064
H 0.5635 2.3916 0.6162 0.2124
H 0.9697 0.6717 2.4136 0.2353
H -0.8624 -0.7127 3.1192 0.2089
H -2.8914 -0.9524 1.6729 0.2078
C 2.7938 0.2454 -1.9808 -0.5979
C 1.6878 -0.6186 -1.3693 -0.4984
C 2.1585 -1.1792 -0.0411 0.6846
N 1.9266 -2.5095 0.1451 -0.8217
O 2.7066 -0.4935 0.8009 -0.6231
H 3.7487 -0.2618 -1.8858 0.2119
H 2.8847 1.1590 -1.3946 0.2219
H 2.5852 0.4443 -3.0283 0.2083
H 0.7074 -0.1414 -1.3169 0.2394
H 1.5057 -1.4800 -2.0138 0.1928
H 2.0101 -2.9276 1.0616 0.3988
H 1.2738 -2.9880 -0.4524 0.3856
```

## Properties
Maximum force = 1.31 eV Å⁻¹
Total energy = -520.05535 a.u.
SMILES = Cc1ccccc1.CCC(N)=O
Relative energy (zero: lowest compared OMol25 entry of this formula, charge and spin) = 14.69 kJ/mol
Kohn-Sham gap = 9.716 eV
HOMO level = -0.32845 Ha

---

[3]
This record from the Open Molecules 2025 dataset describes an isolated molecule of C10H15NO. The level of theory is wB97M-V/def2-TZVPD.

Structure (XYZ):
```
27
Properties=species:S:1:pos:R:3:nbo_charge:R:1
C -0.6717 -0.3972 -0.3210 0.2213
C 1.1442 1.1776 0.0724 0.3495
C 0.0900 -1.4466 -0.2177 -0.1444
C 2.0724 0.2869 -0.0951 -0.1969
C 1.6258 -1.1854 -0.0644 -0.3771
C -1.6982 1.8034 -0.7040 -0.2143
C -0.7668 2.4545 0.3531 -0.0615
C -0.2902 -2.9500 -0.2948 -0.6231
C 3.5787 0.4645 0.0355 -0.6397
C -2.9231 -0.0318 0.5923 -0.4452
N -1.8357 0.2470 -0.4559 -0.4783
O 0.6155 2.3933 0.1899 -0.5080
H 1.9355 -1.6571 0.8705 0.2005
H 1.9944 -1.7970 -0.8564 0.1992
H -2.6932 2.0407 -0.7245 0.2032
H -1.2966 1.8951 -1.6821 0.2131
H -0.9348 3.4912 0.2787 0.1938
H -1.0523 2.1249 1.2907 0.1756
H 0.0244 -3.2893 0.6351 0.2110
H 0.3194 -3.3998 -1.1296 0.2163
H -1.4830 -3.0451 -0.4041 0.2119
H 3.6899 1.1093 1.0192 0.2184
H 3.8305 0.9187 -0.9582 0.2308
H 3.9642 -0.5264 0.2383 0.2149
H -3.1320 -1.1105 0.3971 0.2057
H -2.2757 -0.0805 1.4920 0.2074
H -3.8317 0.5097 0.4429 0.2161
```

## Properties
Maximum force = 6.02 eV Å⁻¹
Total energy = -519.76403 a.u.
Relative energy (zero: lowest compared OMol25 entry of this formula, charge and spin) = 779.54 kJ/mol
Kohn-Sham gap (alpha / beta) = 7.527 / 7.530 eV
HOMO level (alpha / beta) = -0.24411 / -0.24422 Ha

---

[4]
This record from the Open Molecules 2025 dataset describes an isolated molecule of C10H15NO3. The level of theory is wB97M-V/def2-TZVPD.

Structure (XYZ):
```
29
Properties=species:S:1:pos:R:3:nbo_charge:R:1
C 3.4620 0.9197 -0.5542 -0.6119
C 2.2702 -0.1171 -0.1957 -0.4028
C 0.9131 0.5195 -0.5938 -0.3222
C 0.3341 1.5544 0.3487 0.6729
O 0.9830 2.5024 0.7331 -0.5869
N -1.0224 1.4360 0.3960 -0.5893
C -1.5019 0.1421 0.0413 -0.0785
C -2.9086 0.1840 -0.5060 0.4424
O -3.5462 1.1785 -0.6479 -0.4842
C -1.4095 -1.0372 1.0299 0.1137
C -1.2834 -0.7704 2.5253 -0.6453
O -0.1906 -1.4867 0.4621 -0.5445
C -0.2609 -0.5169 -0.6329 0.3176
C -0.3133 -1.2281 -1.9909 -0.6416
H 3.2801 1.3040 -1.6078 0.1927
H 4.4621 0.4631 -0.5234 0.2100
H 3.3945 1.8342 0.1165 0.2351
H 2.3101 -0.1536 0.8884 0.2322
H 2.3202 -0.9559 -0.8993 0.2130
H 1.0245 1.0449 -1.6719 0.2374
H -1.4516 1.8902 1.1972 0.4091
H -3.3554 -0.8088 -0.6920 0.1115
H -2.3267 -1.7970 0.8935 0.1697
H -0.9858 0.3025 2.7304 0.2156
H -0.7570 -1.5776 3.0138 0.2440
H -2.3750 -0.7238 2.9741 0.2112
H -1.1536 -1.9644 -1.8668 0.2195
H 0.6711 -1.7542 -2.1957 0.2341
H -0.5834 -0.3837 -2.7721 0.2257
```

## Properties
Maximum force = 3.70 eV Å⁻¹
Total energy = -670.45670 a.u.
SMILES = CC[C@@H]1C(=O)N[C@]2(C=O)[C@H](C)O[C@]12C
Relative energy (zero: lowest compared OMol25 entry of this formula, charge and spin) = 180.94 kJ/mol
Kohn-Sham gap = 10.279 eV
HOMO level = -0.35417 Ha